# C29H48BiNOP3S

A structure of composition C29H48BiNOP3S in a non-equilibrium geometry (ωB97M-V/def2-TZVPD, OMol25).

Atoms and positions in Å:
H -1.67639 1.44164 2.50751
H -3.02446 -2.24398 1.95237
C 0.61490 4.17758 2.68071
H 3.61776 -0.01402 3.45884
C 4.95208 -1.24152 -1.22161
H 1.72626 -3.63765 1.01603
H 0.37465 -3.03625 2.65862
H 2.46143 -2.04687 0.65277
C 5.68502 1.98954 1.61774
H 6.59717 2.57552 1.70325
H -4.42863 5.40838 -3.92752
H -1.20675 1.75134 -4.30522
H -0.64893 -4.32602 0.47586
H 1.86874 -0.81926 -1.66648
H 1.87027 -3.08125 -0.68032
S 3.18629 0.93539 -1.37813
C -4.57768 5.31350 -0.51533
H 5.43154 2.39339 -0.50293
C -0.15637 -2.13250 2.32685
H -2.85960 -1.80348 -4.08802
C -2.59134 -1.57994 -3.04582
H -2.54659 3.80323 -3.50157
H -0.34573 -1.10740 -5.19314
H 1.95594 2.65893 3.33644
C 0.96661 3.12162 3.43176
H -2.88189 1.32210 -3.81170
H -0.35803 4.67022 2.80250
H -3.35543 1.09615 3.02308
C -3.51891 4.43405 -0.26254
C 3.32793 0.49305 1.38229
H 6.75878 -2.90372 -3.58983
C -1.91776 0.92435 -4.16282
H 0.29539 2.69964 4.18823
C 4.35025 -0.28281 -2.04025
C -2.44686 0.66026 2.58772
H -1.20118 -2.19250 2.65014
C -4.30488 0.98018 0.45654
C 5.16658 1.31397 2.72820
H -3.46667 -1.14974 -2.53900
H 6.28422 -2.93112 -1.13502
P 0.01176 -2.01136 0.50388
H -5.13689 5.73571 0.31708
C -0.97145 -3.44065 -0.09029
H 0.07778 -2.26602 -3.90084
H 5.67626 -1.18324 -5.04345
H -4.59942 -1.41714 1.80527
H -2.30012 -2.51229 -2.54335
P -2.83842 -0.00544 0.92109
H -4.04131 2.03136 0.27772
H 0.99101 -0.73414 -4.06623
H -4.73236 0.56655 -0.46757
H -5.74228 6.32050 -2.02392
H -2.04650 -3.28853 0.05252
P -1.22053 -0.36712 -3.05831
H 1.29585 4.60615 1.93259
C -0.00222 -1.19841 -4.15293
C 4.00377 0.54837 2.60619
C 3.87432 1.12426 0.26651
H 0.31352 -1.25531 2.79301
C 4.60282 -0.26591 -3.41972
N 1.77998 0.09862 -1.21886
C -3.13660 4.21806 -2.68006
H -3.21638 4.16161 0.74950
O -2.01534 2.79337 -1.04046
H -3.84123 -2.14879 0.36662
C -4.18274 5.11736 -2.90580
H -1.72224 2.30587 -1.87706
Bi -0.42389 0.61652 -0.67344
H -0.76588 -3.60128 -1.15679
C -4.91217 5.64248 -1.83283
H -2.08335 0.44325 -5.13378
H 2.38002 -0.03702 1.27726
C -3.64072 -1.61118 1.30316
H 4.75527 -1.23674 -0.14854
C 1.68352 -2.76047 0.35345
C 5.47394 -1.20525 -3.97212
C 6.08214 -2.16692 -3.15587
H 5.67514 1.38231 3.69054
C -2.87228 3.84466 -1.35150
H -2.06875 -0.13476 3.24465
H -5.04820 0.91987 1.26253
H 4.11248 0.49381 -4.03073
C 5.81858 -2.18743 -1.78219
C 5.03965 1.89868 0.38377

* E: -2899.6732 hartree
* E_LUMO: -9.66 eV
* frontier orbital gap: 5.85 eV
* relative energy (zero: lowest compared OMol25 entry of this formula, charge and spin): 0.0 kcal per mole
* total charge: +3

Löwdin atomic charge list, values in e, 8 entries: atom 1 (H): 0.03, atom 2 (H): 0.03, atom 3 (C): -0.07, atom 4 (H): 0.12, atom 5 (C): -0.07, atom 6 (H): 0.07, atom 7 (H): 0.07, atom 8 (H): 0.02

=====

# C27H28Cl2N3O6RuS3

A structure of composition C27H28Cl2N3O6RuS3 (ωB97M-V/def2-TZVPD, OMol25).

Atoms and positions in Å:
H -1.43607 3.38150 1.25464
C 2.85691 -2.35778 -1.27838
C -1.84755 -1.15423 -5.32853
C -0.37850 3.41416 1.51821
C -2.04097 -1.73018 -4.07773
N -0.00659 2.14359 2.16308
H 0.69623 1.64570 -2.73332
H -1.01795 3.46157 6.45656
C -1.71090 0.22807 -5.41516
N 1.36584 -0.30499 1.46927
C -1.74758 -2.01810 -6.55821
O -2.46256 0.50244 -0.52463
H 4.55455 -3.65321 -1.18886
C -0.74427 1.99791 3.39596
H -1.01025 -5.63569 0.41097
C 4.12111 -2.75973 0.71911
H -0.20195 4.26126 2.19718
H -1.66251 2.09335 -4.34829
Ru -0.51456 0.16539 0.37686
C 1.09751 -0.80368 2.84159
H -2.20095 -1.42145 -1.95826
H -1.56251 0.69224 -6.38423
C -0.96231 -4.71058 -0.14873
C -1.75727 1.01815 -4.27725
H 1.94002 2.98003 2.13567
C -0.51583 2.87403 4.45358
H -1.94966 -1.44462 -7.46395
C -2.40470 0.89448 4.72909
C 2.22146 -1.27614 0.77030
H 0.22083 3.53857 0.62345
Cl 0.26946 -4.94847 -1.42421
C -2.17348 1.76844 5.77262
O -0.99881 -2.41748 0.50297
Cl -2.56445 -4.48163 -0.91369
H 2.01830 -0.78530 3.43398
O 0.21272 -3.90610 1.70647
H 4.93084 -3.25511 1.24065
O 2.03845 3.87889 -2.59526
C 1.44916 2.03110 2.37245
O 1.99201 3.17855 -0.45642
H 3.45800 -1.74337 2.46655
C 3.27856 -1.90478 1.41344
H 1.63180 1.81557 3.42757
C -2.07990 -0.95590 -2.92866
H -0.29119 3.10362 -2.61673
S 0.67411 -0.72388 -1.40268
C -1.93894 0.42216 -3.03607
H 2.66302 -2.53940 -2.32846
H -2.13749 -2.80626 -3.98464
H 0.70723 -1.81869 2.77212
C 3.90961 -2.97944 -0.63649
C -1.21549 2.77244 5.64416
N -0.55494 1.78768 -1.01988
C 2.11786 0.98031 1.51181
C -0.53595 -3.53185 0.78996
H 0.23405 3.64909 4.33599
H 2.22052 1.34491 0.49166
C -1.70242 0.98349 3.51329
S -1.98215 1.43341 -1.57202
H -2.45030 -2.85149 -6.51323
H 3.11731 0.79266 1.92853
H 0.37081 -0.16927 3.32893
C 1.57173 3.23854 -1.63270
S -2.04940 -0.15930 2.24407
H -0.74451 -2.44227 -6.64848
H -3.14044 0.10527 4.82939
O -2.83031 2.54453 -1.91487
C 1.99441 -1.50648 -0.58314
C 0.32735 2.40907 -2.04289
H -2.73618 1.66465 6.69395

* E: -3871.3190 hartree
* multiplicity: 2
* E_LUMO (alpha / beta): 4.30 / 4.30 eV
* frontier orbital gap (alpha / beta): 6.33 / 6.54 eV
* relative energy (zero: lowest compared OMol25 entry of this formula, charge and spin): 5.9 kcal per mole
* total charge: -2

natural (NBO) atomic charge list, values in e, 8 entries: atom 1 (H): 0.20, atom 2 (C): -0.21, atom 3 (C): -0.02, atom 4 (C): -0.42, atom 5 (C): -0.22, atom 6 (N): -0.51, atom 7 (H): 0.21, atom 8 (H): 0.19

=====

# C21H36N2OS2SiV

A structure of composition C21H36N2OS2SiV (ωB97M-V/def2-TZVPD, OMol25).

Atoms and positions in Å:
H -2.12380 -3.37564 -0.63416
H 4.96432 0.93534 -2.74271
H -4.00059 2.00473 -4.13031
C -1.97221 -1.99249 -3.02571
C -1.84186 -2.32084 -0.55877
H 2.38240 -1.78664 6.58881
C 4.47865 1.05198 -1.77458
H -0.74408 -2.32022 -0.64123
C 3.97981 1.93454 1.64876
H -3.27639 3.10022 -1.46121
H -4.57827 1.23708 -2.65526
C -2.89719 0.86601 0.27350
H 3.43315 1.31203 -1.94239
H 4.64190 -0.02527 2.26797
H -2.84762 0.09581 1.04447
C -4.03183 -1.75092 -1.59873
S 1.86366 -1.57984 -0.68749
H -1.52975 3.26705 -1.68333
H 5.63126 -0.49981 -0.80404
C -2.51722 -1.51264 -1.67565
H 3.95491 2.55829 0.75559
H -2.14222 -3.06829 -3.13018
S 0.61754 1.76000 -0.78294
H -4.23555 -2.81976 -1.71830
H 5.64997 0.71772 1.02241
C 4.58735 -0.24978 -0.99620
V 0.14275 -0.10008 -0.29319
O 0.11305 -0.35946 1.51852
H 2.96085 1.81390 2.01412
C 0.84095 -0.91296 3.70540
Si -2.13706 0.32198 -1.35007
C 1.12943 -0.66951 2.28408
C -1.30502 1.48310 -3.81720
N 2.35735 -0.74390 1.86391
C 2.76986 -0.73451 0.58513
H 4.15068 -1.06780 -1.55908
C 1.58701 -1.50762 5.91133
N 3.92816 -0.17808 0.31495
H -4.44494 -1.44387 -0.63561
H -3.95602 1.08150 0.09393
H 2.87693 -1.35699 4.20197
H -1.25806 -0.51065 3.49816
H -2.43716 1.77717 0.65477
C -0.46572 -0.79216 4.17762
C 0.28354 -1.38933 6.37855
H -2.12059 -1.98358 0.44283
H -0.33021 1.76063 -3.41349
H -0.89597 -1.81907 -3.12229
H -1.22415 0.48790 -4.25633
C 1.86803 -1.26771 4.57900
H -2.46636 -1.50088 -3.86312
H -1.75440 -0.93898 5.87900
C 4.62600 0.58599 1.36700
H -1.53985 2.18097 -4.62631
H -3.76295 0.27559 -3.89931
C -3.76564 1.23776 -3.38706
C -0.74107 -1.03190 5.51245
H 0.06557 -1.57462 7.42201
H -2.62999 3.68854 -2.99234
H 4.96757 1.87482 -1.25308
H -4.57084 -1.22308 -2.38435
C -2.40206 1.56187 -2.74903
C -2.45989 2.98097 -2.17570
H 4.55393 2.45535 2.41451

* E: -3036.2512 hartree
* E_LUMO (alpha / beta): -4.07 / -4.07 eV
* frontier orbital gap (alpha / beta): 7.90 / 7.89 eV
* relative energy (zero: lowest compared OMol25 entry of this formula, charge and spin): 0.3 kcal per mole
* total charge: +1

natural (NBO) atomic charge list, values in e, 8 entries: atom 1 (H): 0.25, atom 2 (H): 0.24, atom 3 (H): 0.23, atom 4 (C): -0.61, atom 5 (C): -0.61, atom 6 (H): 0.23, atom 7 (C): -0.62, atom 8 (H): 0.18

=====

# C21H25FN4O

An isolated molecule of C21H25FN4O (ωB97M-V/def2-TZVPD, OMol25).

Atoms and positions in Å:
H 2.12918 0.00482 1.71491
C -1.34175 -0.27934 -1.08596
H -1.90656 -0.62724 -6.69479
C -1.49232 -2.10855 1.42224
H 1.97891 4.23882 1.00414
H -0.32243 -3.73150 -4.20628
C -0.92669 -1.94621 -3.21026
C 1.49454 0.56149 3.67737
C 0.58858 2.96422 2.08872
F 0.45916 -3.27674 4.22161
N 0.92466 1.66282 1.53634
H -0.29504 3.31214 1.55208
C -1.09344 -2.26977 -5.58233
C 1.94574 0.93102 2.26824
H 0.29816 2.80737 3.12889
N -1.24760 2.05829 -0.28361
H 1.30850 4.95734 2.46707
H 2.15705 2.15180 -0.13676
H 0.48865 0.15030 3.64661
C -1.51682 0.68109 0.06791
C -1.63348 -0.99035 -5.71474
H 2.90306 1.47716 2.31535
C -0.49381 -1.96354 0.46733
C -1.17361 -2.54738 2.69312
H -2.51621 -1.88229 1.16754
H 0.22851 3.41545 -0.72661
C 0.82205 -2.28786 0.77157
C 0.14483 -2.85178 2.98256
C 1.68387 4.03539 2.03071
H 2.56438 3.72829 2.59059
H 1.50176 1.42225 4.34006
H -0.95305 -2.88528 -6.45798
C 1.19631 1.66489 0.10994
C 1.14778 -2.73655 2.03774
H 2.16500 -0.18785 4.09050
N -1.65244 0.15109 -2.25418
H -2.23671 0.80319 -4.69877
H -1.93108 -2.66314 3.45168
C -0.56314 -2.43911 -1.88907
O -0.09103 -3.53113 -1.65156
C -1.82085 -0.18832 -4.61287
H -0.86305 0.42145 0.90231
C -1.46911 -0.65718 -3.34246
H 2.16188 -2.99656 2.29557
H -1.89328 2.34979 -1.01137
C 0.10875 2.32817 -0.74377
H 1.58511 -2.20100 0.01382
N -0.81675 -1.52648 -0.84839
H 1.28866 0.61591 -0.19451
H 0.27206 1.99406 -1.78155
C -0.74166 -2.74570 -4.34022
H -2.55522 0.63223 0.41150

* E: -1209.3779 hartree
* SMILES: CCN(CC)CCNCc1nc2ccccc2c(=O)n1-c1ccc(F)cc1
* E_LUMO: 0.49 eV
* frontier orbital gap: 8.81 eV
* relative energy (zero: lowest compared OMol25 entry of this formula, charge and spin): 0.0 kcal per mole

natural (NBO) atomic charge list, values in e, 8 entries: atom 1 (H): 0.19, atom 2 (C): 0.47, atom 3 (H): 0.22, atom 4 (C): -0.20, atom 5 (H): 0.20, atom 6 (H): 0.23, atom 7 (C): -0.15, atom 8 (C): -0.62